Formula: C10H9AuF3GaI2O6S
Source: the OMol25 dataset
Level of theory: wB97M-V/def2-TZVPD

Computed properties:
* HOMO energy (spin up / spin down): -22.9 / -22.6 eV
* multiplicity: 3
* HOMO-LUMO gap (spin up / spin down): 6.379 / 4.005 eV
* LUMO (spin up / spin down): -16.50 / -18.58 eV
* energy relative to the best compared isomer or geometry (same formula, charge and spin): 0.000 eV
* charge: +4

Geometry (Å):
1 I 3.91 0.48 -0.71
2 I 4.59 2.97 -1.15
3 Ga 0.23 0.89 0.12
4 Au -0.79 -1.60 -0.57
5 S 1.03 -0.48 -1.54
6 C -2.42 -2.63 -0.88
7 C -1.48 -2.36 1.14
8 C 0.67 -0.14 -3.33
9 C 1.58 1.00 -3.79
10 C -0.80 0.18 -3.53
11 C 1.06 -1.46 -4.00
12 C -0.93 1.77 1.47
13 C -1.43 2.47 -1.14
14 O -1.99 -2.66 2.12
15 O -3.43 -3.18 -0.87
16 O -1.64 2.39 2.16
17 O -2.34 3.16 -1.17
18 H 1.42 1.12 -4.88
19 H 2.63 0.76 -3.59
20 H 1.35 1.93 -3.27
21 H -0.95 0.32 -4.61
22 H -1.11 1.08 -2.99
23 H -1.44 -0.66 -3.23
24 H 0.95 -1.35 -5.09
25 H 0.40 -2.27 -3.66
26 H 2.10 -1.72 -3.77
27 F 1.37 -0.15 4.90
28 C 0.68 0.31 3.83
29 F -0.66 0.20 4.12
30 F 0.95 1.65 3.74
31 C 1.02 -0.52 2.53
32 O 0.83 -1.73 2.56
33 O 1.48 0.20 1.52